Entry 1:
Here is a 3-piece molecular cluster, C32H57N2O4S overall at a distorted geometry from OMol25. Energies are from ωB97M-V/def2-TZVPD.

The geometry in XYZ format:
```
96
Properties=species:S:1:pos:R:3:forces:R:3
C 5.280 -0.817 -2.357 0.3 -0.1 -0.1
C 5.580 -0.061 -3.651 0.2 -0.1 -0.2
O 6.082 1.262 -3.331 -0.7 0.1 0.4
C 5.521 2.286 -4.021 0.4 0.0 -0.3
O 5.432 2.318 -5.215 -0.3 -0.2 0.1
C 5.007 3.382 -3.116 0.0 0.0 0.1
C 3.965 2.833 -2.111 -0.2 0.2 -0.3
C 2.730 3.747 -2.122 0.4 0.2 -0.5
S 1.811 3.633 -0.584 0.2 -0.1 0.6
C 0.763 2.146 -0.614 -0.1 -0.4 0.0
C 0.667 1.396 -1.930 -0.4 0.0 -0.1
C 0.001 2.083 -3.101 0.0 0.1 -0.2
C -0.057 1.384 -4.309 0.0 0.1 -0.1
C -0.628 1.947 -5.441 0.1 0.1 0.2
C -1.155 3.234 -5.381 0.0 -0.1 0.0
C -1.126 3.934 -4.185 0.1 -0.1 -0.1
C -0.549 3.361 -3.055 -0.1 -0.1 0.0
H 5.365 -0.151 -1.500 -0.1 0.0 0.0
H 4.291 -1.274 -2.380 0.0 0.0 0.1
H 6.011 -1.611 -2.207 -0.1 0.0 0.1
H 6.334 -0.573 -4.244 0.0 0.0 0.0
H 4.691 0.044 -4.275 0.1 0.1 0.0
H 5.830 3.835 -2.562 0.1 0.0 -0.1
H 4.570 4.143 -3.762 0.1 0.0 0.0
H 4.392 2.778 -1.111 0.0 -0.2 0.0
H 3.650 1.839 -2.428 0.1 -0.1 0.2
H 2.103 3.559 -2.992 -0.2 0.0 0.1
H 3.044 4.793 -2.173 -0.1 0.0 0.2
H 0.936 4.643 -0.695 -0.1 -0.1 -0.3
H 1.229 1.505 0.135 0.0 0.1 0.0
H -0.205 2.425 -0.193 0.1 0.2 0.0
H 0.068 0.506 -1.707 0.1 0.0 0.2
H 1.650 1.016 -2.215 0.0 0.1 -0.1
H 0.361 0.385 -4.361 0.0 0.0 0.0
H -0.648 1.384 -6.364 0.0 0.0 0.0
H -1.590 3.690 -6.261 0.0 0.0 0.0
H -1.543 4.932 -4.136 0.0 0.0 0.0
H -0.563 3.931 -2.132 0.0 0.0 0.0
C -3.821 0.934 3.614 0.0 0.2 -0.1
C -2.272 0.920 3.535 -1.1 -0.5 0.0
C -1.629 0.872 4.931 0.4 0.2 0.1
C -1.551 2.206 5.672 -0.1 0.0 -0.1
C -0.963 3.291 4.773 0.2 -0.2 0.2
C -1.733 3.433 3.461 -0.7 0.7 0.0
N -1.775 2.105 2.764 1.2 -0.3 0.8
O -0.663 1.853 2.168 -0.1 0.2 -0.6
C -3.135 3.990 3.750 -0.1 -0.1 0.0
C -1.055 4.448 2.547 0.3 -0.1 -0.1
C -1.893 -0.356 2.792 0.3 -0.1 -0.2
H -4.259 1.881 3.319 0.0 0.0 0.0
H -4.241 0.195 2.932 0.1 -0.1 0.0
H -4.175 0.700 4.617 0.0 0.0 0.0
H -0.610 0.488 4.825 0.0 0.0 -0.1
H -2.172 0.140 5.529 0.0 0.0 0.0
H -2.533 2.502 6.047 0.0 0.0 -0.1
H -0.917 2.086 6.552 0.0 0.0 0.0
H -0.964 4.255 5.285 0.0 0.0 0.0
H 0.083 3.050 4.556 0.0 0.0 -0.1
H -3.728 4.054 2.837 0.0 0.0 0.0
H -3.036 4.996 4.157 0.1 0.0 0.0
H -3.693 3.412 4.480 0.0 0.0 0.0
H -0.007 4.201 2.374 0.0 0.0 0.0
H -1.095 5.431 3.014 0.0 0.0 0.0
H -1.568 4.507 1.584 0.0 0.0 0.0
H -2.227 -0.329 1.755 0.0 0.0 0.0
H -2.374 -1.208 3.273 -0.1 0.1 0.1
H -0.820 -0.535 2.797 0.0 0.0 0.0
C -2.697 -6.392 -0.077 0.1 0.0 0.2
C -2.212 -4.998 -0.552 -0.6 -0.8 0.1
C -1.191 -5.099 -1.699 0.3 0.2 -0.1
C 0.245 -5.418 -1.287 -0.1 0.0 0.1
C 0.698 -4.504 -0.152 0.0 0.1 -0.3
C -0.248 -4.557 1.045 0.2 -0.7 0.8
N -1.638 -4.217 0.594 0.7 0.8 -1.2
O -1.764 -2.948 0.406 -0.2 0.0 0.5
C -0.159 -5.949 1.692 -0.1 -0.1 -0.1
C 0.186 -3.572 2.124 0.1 0.4 -0.1
C -3.444 -4.276 -1.089 0.0 0.3 0.0
H -2.339 -6.655 0.912 0.0 0.0 0.0
H -3.784 -6.412 -0.008 0.0 0.0 -0.1
H -2.392 -7.182 -0.764 0.0 0.0 0.0
H -1.182 -4.144 -2.233 0.0 0.1 0.1
H -1.552 -5.844 -2.411 -0.1 0.0 0.0
H 0.342 -6.468 -1.000 0.0 0.0 0.0
H 0.901 -5.280 -2.148 0.0 0.0 0.0
H 1.701 -4.780 0.181 0.0 0.0 0.1
H 0.760 -3.473 -0.518 -0.1 0.0 0.0
H -0.862 -6.038 2.522 0.0 0.0 0.0
H 0.847 -6.087 2.088 0.0 0.1 0.0
H -0.338 -6.768 1.002 0.0 0.0 0.0
H 0.267 -2.552 1.754 -0.1 0.0 -0.1
H 1.171 -3.866 2.490 0.0 -0.1 0.0
H -0.505 -3.574 2.969 0.0 0.0 0.0
H -4.160 -4.076 -0.292 0.0 0.0 0.0
H -3.922 -4.923 -1.827 0.0 0.0 0.0
H -3.196 -3.334 -1.571 0.0 0.0 0.1
```
Forces are in eV/Å.

Summary:
HOMO energy (alpha / beta), Eh: -0.3698 / -0.4084
Net charge: +1
Spin multiplicity: 3
E, Ha: -2061.78712
HOMO-LUMO gap (alpha / beta), eV: 7.28 / 8.33

Löwdin population analysis, charges in e, atoms 1 to 4:
1. C -0.058
2. C -0.195
3. O -0.026
4. C -0.500


Entry 2:
Here is one molecule with the formula C2H3N4P at a distorted geometry from OMol25. Energies are from ωB97M-V/def2-TZVPD.

The geometry in XYZ format:
```
10
Properties=species:S:1:pos:R:3:forces:R:3
H -1.742 -3.068 0.283 -0.1 -2.6 -0.4
P -1.970 -1.786 0.495 3.4 2.5 -2.1
N -0.370 -1.487 -0.505 -4.3 -1.2 2.8
C 0.004 -0.219 -0.281 1.7 -0.1 0.2
C 1.360 0.212 -0.305 -2.5 1.8 -0.1
N 1.432 1.500 -0.017 -1.3 -0.5 0.3
N 0.119 1.775 0.231 0.8 1.4 0.5
N -0.720 0.787 0.149 -1.1 1.0 -0.2
H 2.096 -0.426 -0.557 2.8 -1.5 -0.7
H -0.210 2.711 0.507 0.5 -0.9 -0.3
```
Forces are in eV/Å.

Summary:
HOMO energy (alpha / beta), Eh: -0.3265 / -0.3230
Relative energy (zero: lowest compared OMol25 entry of this formula, charge and spin), kcal/mol: 0.0
E, Ha: -638.26066
Structure (SMILES): [H]/P=N/c1cn[nH]n1
HOMO-LUMO gap (alpha / beta), eV: 7.62 / 7.50

Löwdin population analysis, charges in e, atoms 1 to 4:
1. H -0.251
2. P 0.807
3. N -0.143
4. C -0.621


Entry 3:
Here is a 2-piece molecular cluster, C5H14 overall at a distorted geometry from OMol25. Energies are from ωB97M-V/def2-TZVPD.

The geometry in XYZ format:
```
19
Properties=species:S:1:pos:R:3:forces:R:3
C 2.135 0.326 -0.570 0.6 -2.4 0.5
C 1.919 -1.236 -0.497 1.1 1.4 -1.4
C 0.526 -1.464 -1.064 -0.3 -1.1 1.9
H 1.779 0.524 -1.572 0.2 1.2 0.0
H 3.165 0.569 -0.335 0.3 0.4 -0.6
H 1.568 0.717 0.271 -0.5 0.4 -0.4
H 2.653 -1.859 -1.122 -0.8 1.1 0.8
H 2.074 -1.505 0.531 -0.3 -0.6 0.5
H -0.255 -0.844 -0.546 0.7 0.2 -1.2
H 0.552 -1.525 -2.167 -0.5 0.3 0.7
H 0.277 -2.407 -0.593 -0.5 -0.9 -0.8
C -2.027 1.730 0.555 0.0 0.3 -0.1
C -2.340 0.525 1.446 -1.2 0.6 -0.4
H -2.924 2.131 0.059 0.4 -0.4 -0.2
H -1.611 2.585 1.068 0.0 0.2 0.7
H -1.207 1.495 -0.123 -0.5 -0.2 -0.6
H -1.520 -0.173 1.388 -0.1 -0.5 0.3
H -3.332 0.095 1.200 0.9 -0.3 -0.5
H -2.562 0.825 2.452 0.6 0.2 0.8
```
Forces are in eV/Å.

Summary:
HOMO energy, Eh: -0.3971
Relative energy (zero: lowest compared OMol25 entry of this formula, charge and spin), kcal/mol: 22.6
E, Ha: -198.85319
Structure (SMILES): CCC.CC
HOMO-LUMO gap, eV: 11.94

Löwdin population analysis, charges in e, atoms 1 to 4:
1. C -0.115
2. C -0.321
3. C -0.146
4. H 0.062